Molecular formula: CHFOS2
Method: DFT, wB97M-V/def2-TZVPD

XYZ file:
```
6
Properties=species:S:1:pos:R:3:forces:R:3:mulliken_charge:R:1
C 0.605 -0.136 -0.690 -2.05 -2.91 1.64 0.458
O -0.096 -0.807 0.444 3.19 0.69 -4.83 -0.219
F 0.371 1.148 -0.746 0.08 0.14 0.29 -0.136
S 1.373 -1.063 -1.724 0.47 0.46 -0.27 -0.230
S -0.813 0.033 1.736 -0.68 -0.12 5.06 -0.035
H -1.440 0.824 0.979 -1.00 1.74 -1.89 0.162
```
Positions in Å, forces in eV/Å.

The HOMO-LUMO gap (alpha / beta) is 0.2373 / 0.2559 Ha. The relative energy (zero: lowest compared OMol25 entry of this formula, charge and spin) comes out at 0.00 kcal per mole. Its expectation value of S² is 2.01. The HOMO energy (alpha / beta) comes out at -6.5 / -9.9 eV. As for the spin multiplicity: 3. The calculation puts the total energy at -27483.3341 eV.